This record from OMol25 describes a 2-piece molecular cluster, C4H15N2O overall at a distorted geometry. The level of theory is ωB97M-V/def2-TZVPD.

Relative energy (zero: lowest compared OMol25 entry of this formula, charge and spin), eV: 1.9910
Total charge: +1
Max |F|, eV Å⁻¹: 3.668
E, Ha: -345.87254
LUMO level, Ha: -0.0983

Each line ends with the natural charge from an NBO analysis.
Geometry (Å):
H 0.883 -1.068 1.339  0.215
N -2.134 -0.386 -0.500  -0.848
N 0.272 0.497 0.045  -0.613
O 0.312 -0.508 -2.737  -0.976
H -2.549 -0.488 1.673  0.223
H 3.447 -0.477 0.859  0.258
H 0.615 -1.370 -2.987  0.489
H 1.516 -1.332 -0.344  0.233
H 2.562 0.880 1.452  0.221
C -0.739 0.732 1.164  -0.254
H -0.324 0.178 2.106  0.219
H 2.839 0.754 -0.250  0.219
C 1.319 -0.583 0.401  -0.203
H -3.094 -0.057 -0.829  0.395
C -2.182 0.177 0.880  -0.247
C 2.590 0.146 0.601  -0.649
H -0.833 1.752 1.556  0.247
H -2.895 0.981 0.697  0.210
H 0.342 0.096 -3.561  0.502
H -0.460 0.140 -0.773  0.519
H 0.842 1.366 -0.281  0.450
H -2.328 -1.430 -0.513  0.391


This record from OMol25 describes C15H4BaCl5N4O5 as an isolated structure. The level of theory is ωB97M-V/def2-TZVPD.

Total charge: -1
Max |F|, eV Å⁻¹: 0.731
E, Ha: -3495.97925
LUMO level, Ha: 0.0546

Each line ends with the natural charge from an NBO analysis.
Geometry (Å):
C 1.124 -2.529 -0.764  0.048
O -0.007 1.373 1.050  -0.891
H 4.470 -2.622 -0.482  0.218
C 3.428 -2.510 -0.209  -0.180
N -8.076 -1.706 1.126  -0.509
O 2.227 -1.352 3.585  -0.663
C 1.142 4.568 -0.215  -0.055
Cl -0.764 0.782 -1.697  -0.013
C 0.281 3.263 -2.034  -0.049
H 3.813 -1.988 1.854  0.254
Cl -0.072 3.074 -3.712  0.030
H -0.537 -2.912 -3.455  0.503
N 0.795 -2.247 0.493  -0.471
O -1.200 -2.517 -1.313  -0.607
N -6.488 0.184 1.424  -0.703
C 0.846 3.547 0.671  -0.175
C -7.300 -0.856 1.264  0.440
Cl 1.189 3.692 2.350  0.036
Cl 1.867 6.021 0.367  0.033
O 0.086 -1.892 3.137  -0.852
C 0.867 4.440 -1.578  -0.150
O 0.284 -2.884 -2.946  -0.672
C -0.054 -2.637 -1.671  0.777
C 3.079 -2.171 1.083  -0.181
N -4.060 -0.206 1.472  -0.772
C 0.253 2.327 0.246  0.441
C 2.436 -2.697 -1.167  -0.200
C -0.017 2.245 -1.143  -0.185
Ba -1.345 -0.708 1.412  1.880
C -5.222 -0.074 1.449  0.571
C 1.309 -1.722 2.862  0.728
Cl 1.248 5.715 -2.679  0.022
H 2.673 -2.947 -2.191  0.233
C 1.726 -2.054 1.410  0.110